{
  "formula": "C19H23FN2O4S2",
  "method": "wB97M-V/def2-TZVPD",
  "species": ["C", "H", "O", "C", "C", "C", "C", "C", "C", "H", "H", "C", "N", "C", "O", "C", "N", "S", "O", "O", "C", "C", "C", "C", "C", "C", "H", "H", "H", "H", "F", "H", "C", "C", "H", "H", "S", "C", "H", "H", "H", "H", "H", "H", "H", "H", "H", "H", "H", "H", "H"],
  "positions_angstrom": [[-6.473, -0.469, 0.356], [-6.588, -1.436, -0.216], [-5.214, -0.455, 1.050], [-4.130, -0.881, 0.466], [-3.056, -1.080, 1.196], [-1.884, -1.285, 0.908], [-1.730, -1.576, -0.334], [-2.757, -1.367, -1.469], [-4.054, -1.071, -0.959], [-4.791, -1.110, -1.562], [-2.668, -1.380, -2.384], [-0.358, -1.604, -1.134], [0.447, -0.619, -1.392], [1.229, 0.234, -0.316], [1.537, -0.416, 0.551], [1.593, 1.533, -0.582], [2.815, 1.809, 0.162], [4.229, 1.354, -0.304], [4.361, 1.536, -1.884], [5.239, 2.195, 0.427], [4.313, -0.316, 0.040], [4.154, -0.543, 1.626], [4.323, -1.840, 1.947], [4.406, -2.901, 1.113], [4.549, -2.465, -0.649], [4.579, -1.288, -0.820], [4.565, -1.208, -1.851], [4.693, -3.256, -1.174], [4.428, -4.019, 1.366], [4.285, -2.221, 3.013], [4.121, 0.450, 2.325], [2.609, 1.798, 0.973], [0.519, 2.591, -0.558], [-0.222, 2.331, 0.755], [-0.573, 1.379, 0.996], [0.507, 2.993, 1.609], [-1.625, 3.559, 0.708], [-2.846, 2.615, 0.167], [-3.825, 3.121, 0.049], [-3.000, 1.704, 0.371], [-2.490, 2.531, -0.990], [-0.373, 2.413, -1.131], [0.770, 3.520, -0.693], [1.996, 1.441, -1.707], [0.022, 0.160, -2.151], [0.504, -2.300, -0.307], [-0.202, -2.377, -1.922], [-0.849, -1.382, 1.562], [-3.211, -0.615, 2.294], [-7.470, -0.148, 0.997], [-6.404, 0.360, -0.539]],
  "nbo_charge": [-0.28, 0.19, -0.49, 0.30, -0.25, -0.25, -0.02, -0.15, -0.26, 0.19, 0.17, -0.21, -0.68, 0.72, -0.55, -0.21, -0.82, 2.22, -0.93, -0.89, -0.44, 0.56, -0.41, -0.11, -0.10, -0.28, 0.26, 0.19, 0.23, 0.23, -0.25, 0.37, -0.41, -0.50, 0.22, 0.22, 0.25, -0.80, 0.25, 0.21, 0.18, 0.23, 0.23, 0.30, 0.33, 0.15, 0.22, 0.25, 0.21, 0.23, 0.17],
  "homo_ha": -0.3058,
  "largest_force_ev_per_a": 16.9,
  "de_lowest_ev": 19.973,
  "orbital_gap_ev": 7.786,
  "charge": 0
}